# C30H22N3O4PS2Ti

A structure of composition C30H22N3O4PS2Ti in a non-equilibrium geometry (the ωB97M-V functional and the def2-TZVPD basis, OMol25).

The geometry in ORCA input format:
```
! wB97M-V def2-TZVPD RIJCOSX def2/J DEFGRID3
* xyz 0 1
Ti 0.44804 -1.27877 -0.24025
O 4.39088 -0.29359 0.07268
C 3.23343 -0.42041 -0.24944
O 2.28143 -0.95834 0.46338
C 2.74885 0.00249 -1.62119
C 3.51012 0.78964 -2.46017
C 2.97964 1.10537 -3.70058
C 1.71802 0.64298 -4.04307
C 1.00729 -0.11524 -3.13248
N 1.53014 -0.43103 -1.94437
H 4.47788 1.12643 -2.11993
H 3.53252 1.73175 -4.38799
H 1.26535 0.89415 -4.99145
H 0.00525 -0.47983 -3.31922
C -0.97779 -2.00068 3.90848
C -0.73180 -1.40720 2.65936
N -0.13919 -2.07494 1.69047
C 0.27133 -3.34743 1.88969
C 0.06075 -4.01486 3.09331
C -0.58893 -3.29359 4.11749
C 0.50733 -5.36958 3.25465
C 1.15748 -5.99936 2.25666
C 1.42259 -5.32666 1.01583
C 2.14560 -5.92599 -0.03546
C 2.39063 -5.22063 -1.17923
C 1.90461 -3.90789 -1.28528
N 1.21846 -3.33938 -0.32049
C 0.97965 -4.01959 0.81919
H -1.46277 -1.41752 4.67754
H -1.00455 -0.38322 2.43106
H -0.76411 -3.77887 5.07000
H 0.31583 -5.87241 4.19362
H 1.50047 -7.01903 2.37443
H 2.50833 -6.93969 0.08029
H 2.95065 -5.64314 -2.00071
H 2.07262 -3.31126 -2.17345
O -1.19410 -0.76625 -0.82299
O -0.83412 -2.05948 -1.32703
S 1.02007 3.34202 -1.85500
P -0.24195 2.76909 -0.47636
S 0.31628 1.24121 0.74928
C -1.88710 2.40035 -1.18167
C -2.80364 1.61843 -0.48678
C -4.08020 1.41151 -0.98405
C -4.45455 1.98657 -2.19057
C -3.54507 2.76369 -2.89381
C -2.26861 2.97022 -2.39294
C -0.63171 4.14323 0.66935
C -0.07758 5.39926 0.45691
C -0.37847 6.45329 1.31065
C -1.23477 6.25899 2.38194
C -1.79051 5.00408 2.60225
C -1.48634 3.95424 1.75319
H -2.50258 1.14628 0.44045
H -4.77659 0.78977 -0.43624
H -5.44943 1.82299 -2.58508
H -3.82964 3.21310 -3.83700
H -1.54773 3.56960 -2.93557
H 0.59044 5.53655 -0.38331
H 0.06171 7.42654 1.13483
H -1.46853 7.07986 3.04810
H -2.45873 4.84589 3.43918
H -1.91261 2.97627 1.93892
*
```

HOMO-LUMO gap   6.253 eV
Relative energy (zero: lowest compared OMol25 entry of this formula, charge and spin)   0.577 eV
HOMO level   -7.4 eV
Max |F|   1.9 eV/A
E_LUMO   -1.2 eV
DFT total energy   -3609.0274 Ha

So, what does the natural (NBO) scheme give us? The charges, in e, come out as: atom 1 (Ti): 1.48, atom 2 (O): -0.60, atom 3 (C): 0.77, atom 4 (O): -0.74, atom 5 (C): 0.13, atom 6 (C): -0.19, atom 7 (C): -0.12, atom 8 (C): -0.23, atom 9 (C): 0.08, atom 10 (N): -0.48, atom 11 (H): 0.25, atom 12 (H): 0.22, atom 13 (H): 0.23, atom 14 (H): 0.23, atom 15 (C): -0.25, atom 16 (C): 0.13, atom 17 (N): -0.46, atom 18 (C): 0.18, atom 19 (C): -0.08, atom 20 (C): -0.10, atom 21 (C): -0.17, atom 22 (C): -0.16, atom 23 (C): -0.10, atom 24 (C): -0.11, atom 25 (C): -0.24, atom 26 (C): 0.11, atom 27 (N): -0.43, atom 28 (C): 0.24, atom 29 (H): 0.24, atom 30 (H): 0.25, atom 31 (H): 0.22, atom 32 (H): 0.23, atom 33 (H): 0.22, atom 34 (H): 0.23, atom 35 (H): 0.24, atom 36 (H): 0.22, atom 37 (O): -0.38, atom 38 (O): -0.43, atom 39 (S): -0.66, atom 40 (P): 1.16, atom 41 (S): -0.59, atom 42 (C): -0.31, atom 43 (C): -0.20, atom 44 (C): -0.21, atom 45 (C): -0.21, atom 46 (C): -0.22, atom 47 (C): -0.22, atom 48 (C): -0.29, atom 49 (C): -0.22, atom 50 (C): -0.20, atom 51 (C): -0.21, atom 52 (C): -0.22, atom 53 (C): -0.21, atom 54 (H): 0.22, atom 55 (H): 0.21, atom 56 (H): 0.21, atom 57 (H): 0.21, atom 58 (H): 0.24, atom 59 (H): 0.24, atom 60 (H): 0.21, atom 61 (H): 0.21, atom 62 (H): 0.21, atom 63 (H): 0.22

# C18H14N4OS

The molecule C18H14N4OS in a non-equilibrium geometry (the ωB97M-V functional and the def2-TZVPD basis, OMol25).

The geometry in ORCA input format:
```
! wB97M-V def2-TZVPD RIJCOSX def2/J DEFGRID3
* xyz 0 1
C -3.60197 -0.56708 -0.97161
C -3.83520 -0.29702 0.53133
O -4.83374 -0.74489 1.02140
C -2.98319 0.58825 1.34393
C -3.52602 1.46765 2.29658
C -2.83861 2.39099 2.90722
C -1.44550 2.36674 2.62226
C -0.82356 1.33612 1.84781
C 0.60876 1.29130 1.56746
C 1.69496 1.69154 2.42828
C 3.07543 1.62505 1.97175
C 3.38571 1.07218 0.77346
C 4.65075 0.74294 0.12068
N 4.38568 0.11325 -1.02098
N 3.05237 -0.09823 -1.10563
C 2.46992 -1.08019 -1.97693
N 1.21683 -1.41024 -2.01870
C 0.91475 -2.55337 -2.80431
C -0.44538 -2.98910 -2.77440
C 2.00553 -3.00925 -3.51777
S 3.48200 -2.20483 -2.90242
C 2.39847 0.50423 -0.01316
C 1.00823 0.65947 0.32150
N -1.64218 0.54171 1.22181
H -3.68011 0.48484 -1.38663
H -2.71357 -1.08863 -1.33274
H -4.43808 -1.15280 -1.45802
H -4.53878 1.45603 2.26467
H -3.26108 3.17066 3.46601
H -0.72999 3.08049 3.04594
H 1.59163 2.28013 3.30010
H 3.92296 2.01370 2.56597
H 5.57115 1.16627 0.54029
H -0.51320 -3.71137 -3.59953
H -0.67734 -3.36411 -1.74150
H -1.10182 -2.08024 -2.89555
H 1.92771 -3.77480 -4.35306
H 0.26646 0.08259 -0.28551
*
```

SMILES   CC(=O)c1cccc(-c2ccc3cnn(-c4nc(C)cs4)c3c2)n1
HOMO-LUMO gap   8.130 eV
Relative energy (zero: lowest compared OMol25 entry of this formula, charge and spin)   3.331 eV
HOMO level   -8.2 eV
Max |F|   5.2 eV/A
E_LUMO   -0.1 eV
DFT total energy   -1386.6909 Ha

So, what does the natural (NBO) scheme give us? The charges, in e, come out as: atom 1 (C): -0.71, atom 2 (C): 0.56, atom 3 (O): -0.52, atom 4 (C): 0.09, atom 5 (C): -0.19, atom 6 (C): -0.19, atom 7 (C): -0.18, atom 8 (C): 0.17, atom 9 (C): -0.06, atom 10 (C): -0.21, atom 11 (C): -0.19, atom 12 (C): -0.08, atom 13 (C): -0.02, atom 14 (N): -0.21, atom 15 (N): -0.22, atom 16 (C): 0.26, atom 17 (N): -0.49, atom 18 (C): 0.14, atom 19 (C): -0.64, atom 20 (C): -0.44, atom 21 (S): 0.37, atom 22 (C): 0.13, atom 23 (C): -0.19, atom 24 (N): -0.40, atom 25 (H): 0.23, atom 26 (H): 0.24, atom 27 (H): 0.24, atom 28 (H): 0.22, atom 29 (H): 0.23, atom 30 (H): 0.21, atom 31 (H): 0.21, atom 32 (H): 0.22, atom 33 (H): 0.22, atom 34 (H): 0.23, atom 35 (H): 0.24, atom 36 (H): 0.23, atom 37 (H): 0.25, atom 38 (H): 0.27

The highest HOMO-LUMO gap belongs to which entry? C18H14N4OS

max |F| of number 1 (C30H22N3O4PS2Ti)? 1.9 eV/A

Among the records above, which one has the lowest HOMO level? C18H14N4OS